Molecular formula: C19H42AuOSb2
Method: DFT, the ωB97M-V functional and the def2-TZVPD basis

Structure (XYZ):
```
65
Properties=species:S:1:pos:R:3:mulliken_charge:R:1
Au -0.38104 -0.99248 -0.21830 -0.3954
C 3.53714 2.92569 0.98189 -1.6398
C 3.99346 1.79727 0.06479 0.6463
C 5.50658 1.63520 0.09324 -1.4011
Sb 2.83020 -0.04104 0.46200 0.7856
C 4.06756 -1.61524 1.35188 0.7018
C 3.64385 -1.92941 2.78498 -1.7086
C 5.57858 -1.41328 1.28861 -1.4614
C 2.78252 -0.82242 -1.55912 0.0015
C 4.19037 -0.97217 -2.12969 -1.2964
C 1.92266 0.04870 -2.47468 -1.1801
H 4.05989 3.85023 0.71800 0.4736
H 3.76818 2.71165 2.02817 0.3593
H 2.46639 3.11961 0.89185 0.3175
H 3.66352 2.01122 -0.95556 0.1626
H 5.87203 1.46688 1.10560 0.3504
H 5.96829 2.55904 -0.27076 0.4303
H 5.85956 0.82524 -0.53974 0.2586
H 3.78868 -2.45799 0.71168 0.3378
H 3.93111 -1.12096 3.46495 0.2732
H 4.15299 -2.83449 3.12822 0.5229
H 2.57132 -2.10134 2.86120 0.3843
H 5.90134 -0.62733 1.97186 0.3174
H 5.94295 -1.16992 0.29415 0.3062
H 6.07304 -2.33774 1.60092 0.4259
H 2.32674 -1.80965 -1.44224 0.5339
H 4.65779 0.00175 -2.28842 0.2485
H 4.13946 -1.46903 -3.10190 0.4896
H 4.84118 -1.57297 -1.49437 0.2413
H 2.34215 1.05344 -2.57363 0.2657
H 0.89869 0.15155 -2.11172 0.1437
H 1.87803 -0.38702 -3.47640 0.4261
O 0.18833 -0.01904 2.42820 0.5970
C 0.80387 -0.81856 1.45878 -0.6944
C -3.40956 3.49066 2.11892 -1.5235
C -2.33496 2.81540 2.97332 0.2020
C -2.82191 2.52591 4.38855 -1.2656
Sb -1.62897 1.22085 1.62520 0.6212
C -2.83949 -0.52074 2.09930 0.4324
C -3.93707 -0.59307 1.03041 -1.3812
C -3.42877 -0.62713 3.50254 -1.3867
C 1.00571 0.30213 3.62052 1.8064
C 0.24495 -0.17498 4.83249 -1.1483
C 1.29705 1.78584 3.63341 -1.2925
H -3.69687 4.43914 2.57893 0.4073
H -4.31155 2.87580 2.04766 0.3572
H -3.06867 3.71493 1.10368 0.4218
H -1.45845 3.46533 3.02000 0.4282
H -3.77298 1.99817 4.38296 0.2494
H -2.97984 3.47202 4.91540 0.4564
H -2.11380 1.94819 4.98060 0.2391
H -2.12159 -1.32767 1.93662 0.3432
H -4.66273 0.21740 1.14594 0.3240
H -4.48571 -1.53320 1.13042 0.4045
H -3.53949 -0.54715 0.01428 0.3494
H -4.25915 0.06465 3.63568 0.3327
H -2.70008 -0.45066 4.29259 0.2994
H -3.82598 -1.63628 3.64564 0.4175
H 1.92539 -0.26358 3.51206 -0.9698
H -0.67823 0.39906 4.94965 -0.0639
H 0.84747 -0.02662 5.72906 0.4703
H -0.00653 -1.23190 4.74710 0.3849
H 0.39235 2.36142 3.84331 0.2874
H 1.70637 2.10768 2.67605 0.0989
H 2.02540 2.01233 4.41267 0.4741
```

HOMO-LUMO gap: 6.32 eV
charge: +1
LUMO energy: -3.612 eV
E_tot: -1440.11581 Ha
highest occupied orbital energy: -9.94 eV
ΔE to the lowest compared entry with this formula, charge and spin: 532.3 kJ/mol